Record 1
Molecular formula: C29H59BClO12
Method: DFT, ωB97M-V/def2-TZVPD

```
102
C29H59BClO12 | OMol25 | ωB97M-V/def2-TZVPD
O 2.3111 -2.1491 1.1493
C 1.8615 -2.7642 0.1501
Cl 2.4778 -4.4110 -0.3836
C 0.6649 -2.1072 -0.6926
B -0.7309 -2.3274 0.2268
O -1.1693 -1.0086 0.7199
O -1.7039 -3.0135 -0.6591
H 0.5682 -2.6313 -1.7158
H 0.8370 -0.9899 -0.8976
H -0.5059 -3.0611 1.1577
H -1.8875 -0.6694 0.1468
H -1.5055 -3.9705 -0.5344
C -2.0959 -1.1153 -3.1895
C -2.1682 0.3280 -2.7721
O -2.9160 0.6934 -1.8813
C -1.2810 1.3043 -3.4973
H -2.7871 -1.7027 -2.5822
H -2.3811 -1.2133 -4.2403
H -1.0848 -1.4964 -3.0338
H -1.5296 1.3136 -4.5589
H -0.2332 1.0294 -3.3553
H -1.4383 2.3064 -3.0922
C -2.1295 3.6163 -8.3350
C -2.4245 3.6415 -6.8583
O -2.2658 2.6553 -6.1656
C -2.9240 4.9357 -6.2730
H -1.7783 2.6215 -8.6168
H -3.0372 3.8400 -8.8995
H -1.3489 4.3430 -8.5706
H -3.8671 5.2181 -6.7459
H -2.1787 5.7209 -6.4170
H -3.0942 4.8065 -5.2022
C 2.6367 0.3200 3.2456
C 3.2166 1.4896 3.9916
O 3.5286 1.4018 5.1676
C 3.3974 2.7764 3.2296
H 2.5636 -0.5376 3.9170
H 1.6362 0.5681 2.8850
H 3.2847 0.0534 2.4084
H 2.4306 3.1328 2.8681
H 4.0798 2.6192 2.3918
H 3.8242 3.5332 3.8919
C 5.4548 -3.8721 -3.0522
C 4.2855 -3.0396 -3.5085
O 3.1874 -3.5324 -3.6767
C 4.5296 -1.5735 -3.7482
H 5.1320 -4.9068 -2.9196
H 6.2465 -3.8455 -3.8045
H 5.8277 -3.4966 -2.0969
H 5.2792 -1.4443 -4.5310
H 4.8617 -1.0960 -2.8242
H 3.6006 -1.1004 -4.0718
C -0.8424 -1.8684 5.9703
C -0.9215 -0.4274 6.3956
O -1.6723 -0.0682 7.2868
C -0.0365 0.5538 5.6752
H -1.5335 -2.4614 6.5721
H -1.1243 -1.9624 4.9200
H 0.1704 -2.2468 6.1254
H -0.2846 0.5652 4.6115
H 1.0119 0.2818 5.8166
H -0.1969 1.5545 6.0831
C -4.0292 -4.9938 2.9802
C -3.5329 -4.2940 4.2173
O -2.3488 -4.0833 4.3907
C -4.5610 -3.8648 5.2315
H -3.1799 -5.2434 2.3410
H -4.5437 -5.9172 3.2564
H -4.7028 -4.3365 2.4260
H -5.0992 -4.7378 5.6077
H -5.2582 -3.1575 4.7773
H -4.0605 -3.3741 6.0691
C -5.3753 -0.6304 -1.1845
C -6.6823 -1.3679 -1.0685
O -6.8000 -2.3439 -0.3501
C -7.8436 -0.8508 -1.8783
H -4.6291 -1.1112 -0.5489
H -5.0240 -0.6575 -2.2170
H -5.5017 0.4029 -0.8552
H -7.6005 -0.8879 -2.9424
H -8.0783 0.1730 -1.5794
H -8.7194 -1.4781 -1.6971
C 3.0856 4.6365 9.6554
C 3.0914 4.6315 8.1489
O 2.5614 5.5237 7.5127
C 3.7774 3.4810 7.4626
H 2.5572 5.5232 10.0125
H 2.5708 3.7484 10.0280
H 4.1108 4.6649 10.0309
H 3.2937 2.5416 7.7376
H 4.8335 3.4587 7.7412
H 3.7036 3.6076 6.3822
C 3.7338 0.4115 -6.8137
C 4.5429 1.4157 -6.0356
O 5.1904 1.0874 -5.0598
C 4.5188 2.8439 -6.5132
H 3.8442 -0.5741 -6.3577
H 2.6779 0.6895 -6.7944
H 4.0934 0.3627 -7.8440
H 3.4975 3.2295 -6.4806
H 4.9129 2.9025 -7.5301
H 5.1446 3.4547 -5.8592
```

Results
DFT total energy, a.u.: -2528.3987
Charge: -1

Here are the Löwdin charges for atoms 1 to 2, given in e: number 1, O, carries -0.054; number 2, C, carries -0.712


Record 2
Molecular formula: C14H21NO3Si
Method: DFT, ωB97M-V/def2-TZVPD

```
40
C14H21NO3Si | OMol25 | ωB97M-V/def2-TZVPD
O -0.7169 1.0918 -0.8050
O 0.9205 -1.1899 -0.9104
O 0.2628 -0.2002 1.5073
C -4.5440 -2.0941 -0.3308
C -3.5405 -2.8231 -0.9094
C -4.1925 -0.8792 0.2680
C -2.2256 -2.5198 -0.6800
C -2.8895 -0.5610 0.5731
C -1.8964 -1.3803 0.1438
N 2.1352 1.5334 -0.0682
C 3.0400 -2.2329 -0.6578
C -0.7120 2.0828 1.9647
C 0.2291 1.5124 -1.6993
C 1.4009 2.3287 -1.1058
C 2.8464 0.2979 -0.6026
C 1.8808 1.7848 1.3470
C 2.2072 -1.0403 -0.3101
C 0.5883 1.1501 1.8992
Si -0.2780 -0.3536 -0.0869
H -5.5986 -2.2121 -0.4256
H -3.8006 -3.7553 -1.3884
H -5.0343 -0.2527 0.4260
H -1.3964 -3.1996 -0.8906
H -2.6488 0.3415 1.1276
H 3.2367 -2.1682 -1.7702
H 4.0348 -2.4015 -0.1801
H 2.4522 -3.1758 -0.4776
H -1.4871 1.6283 2.5417
H -0.4277 3.0883 2.4428
H -1.1680 2.2387 0.9888
H -0.3137 2.0723 -2.4731
H 0.6064 0.6410 -2.2504
H 0.8893 3.1900 -0.6215
H 2.1522 2.6791 -1.7838
H 3.9255 0.3750 -0.2813
H 2.8134 0.3826 -1.7246
H 2.6926 1.3636 1.9242
H 1.8070 2.8745 1.4991
H 1.9895 -1.1974 0.7457
H 0.7599 0.9799 3.0345
```

Results
Energy above the lowest of the compared OMol25 structures with the same formula, charge and spin, eV: 0.3035

Here are the Löwdin charges for atoms 1 to 2, given in e: number 1, O, carries -0.131; number 2, O, carries -0.120


Record 3
Molecular formula: C30H32N4O2S7Sn
Method: DFT, ωB97M-V/def2-TZVPD

```
76
C30H32N4O2S7Sn | OMol25 | ωB97M-V/def2-TZVPD
Sn 1.4301 -0.1852 -0.6616
C -0.4952 -1.1098 -3.4318
N 0.0223 0.2326 -3.2046
C -1.0662 1.1712 -2.9630
C -0.6279 2.4737 -2.3141
N -0.1921 2.3307 -0.9381
C -1.2752 1.9407 -0.0380
C 0.5510 3.4378 -0.4323
C 0.4025 4.7123 -0.9722
C 1.1135 5.7998 -0.4814
C 1.9847 5.6110 0.5795
C 2.1445 4.3447 1.1189
C 1.4539 3.2294 0.6333
S 1.7653 1.6587 1.3516
C 0.9307 0.6735 -4.2275
C 0.5252 0.6502 -5.5591
C 1.3649 1.0456 -6.5858
C 2.6491 1.4731 -6.2646
C 3.0622 1.4993 -4.9475
C 2.2216 1.1130 -3.8877
S 2.8704 1.2597 -2.2635
H -1.2626 -1.1436 -4.2225
H -0.9336 -1.4808 -2.5026
H 0.3221 -1.7723 -3.7047
H -1.8116 0.6695 -2.3436
H -1.5673 1.4313 -3.9130
H -1.4829 3.1719 -2.3902
H 0.1996 2.8928 -2.8902
H -2.1347 2.6245 -0.1341
H -0.9099 1.9617 0.9862
H -1.6053 0.9215 -0.2381
H -0.2787 4.8666 -1.7988
H 0.9863 6.7776 -0.9316
H 2.5568 6.4427 0.9761
H 2.8494 4.1806 1.9243
H -0.4762 0.3040 -5.7915
H 1.0287 1.0097 -7.6151
H 3.3366 1.7739 -7.0474
H 4.0666 1.8168 -4.6982
O 5.7940 -6.0322 0.6500
C 5.1103 -5.0819 0.3238
S 5.0378 -3.5665 1.2101
C 3.8870 -2.7154 0.1724
C 3.4207 -3.3956 -0.8967
S 2.2782 -2.8924 -2.1006
S 4.0735 -5.0335 -1.0917
S 3.5386 -1.0791 0.7090
C -0.2711 -5.3608 1.0492
C 0.8596 -4.4952 1.5911
C 0.6809 -3.0223 1.2536
N -0.2982 -2.3693 2.1236
C -1.5103 -1.9174 1.7570
S -2.1613 -2.0620 0.2576
N -2.1439 -1.2827 2.8437
C -3.2153 -0.4227 2.8514
O -3.7948 -0.0054 1.8783
C -3.6597 0.0038 4.2434
C -3.2006 -0.5456 5.4362
C -3.6801 -0.0858 6.6549
C -4.6244 0.9285 6.6929
C -5.0922 1.4772 5.5062
C -4.6132 1.0153 4.2921
H -0.0829 -6.4200 1.2380
H -0.3614 -5.2153 -0.0277
H -1.2286 -5.0951 1.5027
H 1.8135 -4.8189 1.1694
H 0.9372 -4.6109 2.6789
H 0.3493 -2.9049 0.2235
H 1.6184 -2.4744 1.3508
H 0.0715 -2.0444 3.0042
H -1.6763 -1.3934 3.7282
H -2.4775 -1.3516 5.4506
H -3.3118 -0.5233 7.5737
H -4.9987 1.2856 7.6441
H -5.8282 2.2706 5.5269
H -4.9588 1.4268 3.3539
```

Results
Charge: -2
Energy above the lowest of the compared OMol25 structures with the same formula, charge and spin, eV: 1.1372

Here are the Löwdin charges for atoms 1 to 2, given in e: number 1, Sn, carries 0.578; number 2, C, carries -0.122